# 1
# C18H30FN3O3S2

A structure of composition C18H30FN3O3S2 (ωB97M-V/def2-TZVPD, the Open Molecules 2025 dataset).

ORCA input file:
```
! wB97M-V def2-TZVPD RIJCOSX def2/J DEFGRID3
* xyz 0 1
C 6.95 -1.02 -1.69
C 5.52 -1.26 -2.24
C 4.55 -1.88 -1.17
C 3.53 -0.86 -0.61
N 2.67 -0.26 -1.64
C 1.29 -0.60 -1.52
C 0.46 -0.31 -0.33
C 1.02 0.44 0.91
C 1.03 1.98 0.55
C 2.45 2.54 0.25
C 2.41 3.63 -0.86
O 2.90 3.12 -2.10
C -0.86 -0.68 -0.25
F -1.59 -0.42 0.86
C -1.52 -1.34 -1.35
N -2.82 -1.72 -1.38
S -2.93 -2.35 -2.89
N -1.44 -2.22 -3.49
C -0.71 -1.60 -2.52
C 0.68 -1.24 -2.60
S 1.68 -1.55 -4.08
H 7.54 -0.52 -2.47
H 6.95 -0.37 -0.79
H 7.46 -1.97 -1.44
H 5.58 -1.97 -3.09
H 5.06 -0.30 -2.54
H 5.20 -2.17 -0.31
H 4.06 -2.81 -1.50
H 4.11 -0.10 -0.04
H 2.88 -1.39 0.11
H 2.77 0.75 -1.71
H 2.01 0.08 1.22
H 0.33 0.23 1.74
H 0.53 2.51 1.39
H 0.41 2.13 -0.35
H 2.79 3.07 1.16
H 3.19 1.76 0.01
H 1.36 3.94 -0.97
H 3.08 4.46 -0.54
H 2.54 3.61 -2.85
H 1.63 -0.33 -4.68
C -4.74 -1.06 1.54
O -5.41 -1.56 2.69
C -5.12 -0.81 3.86
C -6.26 0.13 4.21
O -6.40 1.16 3.24
C -7.47 0.91 2.34
H -5.18 -1.53 0.66
H -4.85 0.02 1.45
H -3.68 -1.31 1.59
H -4.18 -0.26 3.75
H -4.99 -1.52 4.68
H -6.03 0.63 5.16
H -7.19 -0.42 4.33
H -8.43 1.10 2.84
H -7.45 -0.11 1.95
H -7.37 1.61 1.50
*
```

For the strongest force on any atom, the calculation gives 2.35 eV Å⁻¹. The calculation puts the HOMO-LUMO gap at 8.02 eV.


# 2
# C18H30N2O

An isolated molecule of C18H30N2O (ωB97M-V/def2-TZVPD, the Open Molecules 2025 dataset).

ORCA input file:
```
! wB97M-V def2-TZVPD RIJCOSX def2/J DEFGRID3
* xyz 0 1
C 2.81 -5.17 1.35
C 3.44 -4.62 2.62
C 2.73 -3.37 3.16
C 1.30 -3.66 3.64
C 0.67 -2.49 4.39
C 0.35 -1.31 3.48
O -0.60 -1.74 2.52
C -1.07 -0.84 1.61
C -2.00 -1.34 0.70
C -2.54 -0.51 -0.27
C -2.18 0.83 -0.34
C -2.78 1.75 -1.37
N -1.77 2.58 -2.00
C -0.86 1.79 -2.81
C 0.25 2.68 -3.34
N -0.31 3.75 -4.15
C 0.71 4.57 -4.75
C -1.23 4.53 -3.34
C -2.34 3.63 -2.80
C -1.25 1.31 0.57
C -0.69 0.50 1.53
H 1.80 -5.53 1.54
H 3.40 -5.99 0.96
H 2.76 -4.39 0.59
H 4.48 -4.36 2.42
H 3.44 -5.39 3.39
H 3.31 -2.97 3.99
H 2.71 -2.62 2.37
H 1.33 -4.53 4.30
H 0.67 -3.91 2.79
H -0.26 -2.83 4.84
H 1.34 -2.14 5.18
H 1.25 -0.94 2.98
H -0.07 -0.49 4.08
H -2.28 -2.37 0.76
H -3.26 -0.91 -0.97
H -3.35 1.16 -2.11
H -3.49 2.42 -0.87
H -0.44 1.00 -2.19
H -1.39 1.33 -3.66
H 0.93 2.09 -3.97
H 0.83 3.09 -2.49
H 1.34 5.08 -4.01
H 0.23 5.33 -5.38
H 1.34 3.95 -5.38
H -1.66 5.32 -3.96
H -0.70 5.00 -2.48
H -3.02 4.23 -2.18
H -2.91 3.23 -3.66
H -0.96 2.35 0.50
H 0.03 0.91 2.22
*
```

For the strongest force on any atom, the calculation gives 0.50 eV Å⁻¹. The calculation puts the HOMO-LUMO gap at 9.16 eV.


# 3
# C18H30N4O2

An isolated molecule of C18H30N4O2 (ωB97M-V/def2-TZVPD, the Open Molecules 2025 dataset).

ORCA input file:
```
! wB97M-V def2-TZVPD RIJCOSX def2/J DEFGRID3
* xyz 0 1
C -0.32 -4.87 0.12
C -0.75 -6.22 -0.43
C -1.55 -6.11 -1.73
C -0.76 -5.56 -2.91
N -0.69 -4.10 -2.89
C -1.86 -3.44 -3.44
C -1.98 -1.99 -2.98
O -2.60 -1.16 -3.61
N -1.35 -1.79 -1.80
C -1.24 -0.63 -1.03
C -1.88 0.56 -1.35
C -1.74 1.67 -0.55
C -0.97 1.61 0.61
N -0.80 2.70 1.47
C -1.33 3.95 1.39
O -2.07 4.37 0.53
C -0.89 4.81 2.58
N 0.40 4.37 3.10
C 1.51 4.80 2.27
C 2.82 4.23 2.81
C 4.04 4.67 2.00
C 4.07 4.09 0.59
C -0.32 0.42 0.93
C -0.46 -0.69 0.13
H -1.20 -4.24 0.30
H 0.34 -4.36 -0.57
H 0.20 -5.00 1.07
H -1.36 -6.74 0.31
H 0.14 -6.83 -0.61
H -1.91 -7.11 -2.00
H -2.43 -5.49 -1.55
H -1.20 -5.92 -3.85
H 0.27 -5.94 -2.86
H 0.13 -3.78 -3.39
H -1.91 -3.46 -4.54
H -2.76 -3.96 -3.08
H -0.86 -2.62 -1.45
H -2.48 0.61 -2.25
H -2.25 2.59 -0.80
H -0.18 2.57 2.25
H -1.65 4.68 3.36
H -0.90 5.86 2.27
H 0.53 4.72 4.05
H 1.58 5.90 2.22
H 1.33 4.44 1.26
H 2.76 3.14 2.81
H 2.95 4.56 3.84
H 4.94 4.35 2.53
H 4.06 5.76 1.94
H 4.99 4.36 0.08
H 4.00 3.00 0.62
H 3.24 4.46 -0.01
H 0.29 0.37 1.82
H 0.05 -1.61 0.39
*
```

For the strongest force on any atom, the calculation gives 0.46 eV Å⁻¹. The calculation puts the HOMO-LUMO gap at 8.49 eV.


# 4
# C18H30N6O2Y

A structure of composition C18H30N6O2Y (ωB97M-V/def2-TZVPD, the Open Molecules 2025 dataset).

ORCA input file:
```
! wB97M-V def2-TZVPD RIJCOSX def2/J DEFGRID3
* xyz 1 1
Y 0.33 -0.35 -0.31
C -2.67 -2.87 1.76
C -1.87 -1.69 1.29
N -0.55 -1.68 1.35
C 0.27 -2.69 1.99
C 1.48 -3.05 1.11
N 2.14 -1.90 0.44
C 3.29 -1.23 1.09
C 2.90 0.04 1.83
N 2.02 0.91 1.04
C 2.61 1.74 -0.03
C 1.53 2.70 -0.59
N 0.28 1.99 -0.55
C -0.92 2.43 -0.83
C -1.17 3.73 -1.52
C -2.01 1.62 -0.35
C -3.34 1.75 -0.63
C -4.29 0.84 -0.13
C -3.84 -0.33 0.49
C -2.50 -0.53 0.78
N -1.63 0.64 0.66
H -2.47 -3.05 2.82
H -2.39 -3.77 1.21
H -3.74 -2.72 1.65
H -0.25 -3.62 2.21
H 0.62 -2.29 2.95
H 1.13 -3.70 0.31
H 2.20 -3.61 1.72
H 2.45 -2.26 -0.46
H 4.00 -0.99 0.30
H 3.80 -1.91 1.78
H 3.81 0.55 2.16
H 2.34 -0.23 2.73
H 1.51 1.52 1.67
H 2.95 1.07 -0.83
H 3.48 2.31 0.31
H 1.83 3.01 -1.60
H 1.49 3.60 0.02
H -0.30 4.04 -2.09
H -1.40 4.50 -0.79
H -2.02 3.66 -2.20
H -3.67 2.53 -1.30
H -5.33 0.97 -0.36
H -4.56 -1.11 0.68
N 1.85 0.05 -3.36
C 0.77 -0.79 -3.96
C 0.12 -1.34 -2.71
O 0.78 -2.14 -2.00
O -0.89 -0.73 -2.24
H 2.04 0.85 -3.94
H 2.70 -0.50 -3.32
H 1.14 -1.57 -4.61
H 0.07 -0.15 -4.49
C -1.54 1.31 1.98
H -2.53 1.67 2.28
H -0.86 2.16 1.91
H -1.18 0.61 2.73
*
```

For the strongest force on any atom, the calculation gives 0.59 eV Å⁻¹. The calculation puts the HOMO-LUMO gap at 6.40 eV.


# 5
# C18H31As3Br4O3Ru

A structure of composition C18H31As3Br4O3Ru (ωB97M-V/def2-TZVPD, the Open Molecules 2025 dataset).

ORCA input file:
```
! wB97M-V def2-TZVPD RIJCOSX def2/J DEFGRID3
* xyz 1 2
Ru -0.06 0.03 0.39
C -0.38 -1.93 3.40
As 0.60 -0.44 2.65
C 0.32 0.93 4.00
C 2.43 -1.04 2.99
C 3.56 -0.33 2.24
C 3.45 1.19 2.42
C 3.56 -0.69 0.75
As 2.13 -0.01 -0.38
C 2.36 -1.14 -1.94
C 2.72 1.71 -1.03
C 4.91 -0.76 2.86
As 5.74 -2.57 2.79
C 6.13 -2.69 0.87
C 4.24 -3.85 2.81
H -0.01 -2.17 4.39
H -0.26 -2.79 2.74
H -1.44 -1.68 3.46
H 0.68 0.58 4.96
H -0.75 1.13 4.08
H 0.84 1.85 3.75
H 2.43 -2.11 2.75
H 2.58 -0.95 4.07
H 2.50 1.58 2.01
H 4.26 1.70 1.91
H 3.49 1.46 3.48
H 3.54 -1.77 0.62
H 4.48 -0.33 0.28
H 3.41 -1.10 -2.24
H 1.74 -0.78 -2.75
H 2.09 -2.17 -1.69
H 3.75 1.64 -1.40
H 2.66 2.45 -0.25
H 2.06 2.00 -1.85
H 4.89 -0.52 3.92
H 5.70 -0.13 2.43
H 6.73 -1.83 0.56
H 5.24 -2.75 0.24
H 6.73 -3.59 0.71
H 3.76 -3.86 3.78
H 4.69 -4.83 2.65
H 3.50 -3.69 2.02
Br -1.57 -5.32 -3.78
C -1.35 -3.61 -3.07
C -1.69 -2.45 -3.87
Br -2.36 -2.70 -5.60
C -1.53 -1.18 -3.38
Br -1.92 0.37 -4.35
C -1.02 -0.99 -2.07
O -0.82 0.16 -1.55
C -0.69 -2.15 -1.27
O -0.23 -1.94 -0.09
C -0.86 -3.45 -1.80
Br -0.36 -4.88 -0.70
C -1.43 2.71 0.12
O -0.16 2.19 0.61
H -1.49 3.78 0.31
H -2.26 2.20 0.60
H -1.45 2.52 -0.95
H 0.04 2.58 1.46
*
```

For the strongest force on any atom, the calculation gives 0.21 eV Å⁻¹. The expectation value of S² is 0.77. The calculation puts the HOMO-LUMO gap (spin up / spin down) at 7.65 / 6.11 eV.


# 6
# C18H31BrF10N3O7P2S

A structure of composition C18H31BrF10N3O7P2S (ωB97M-V/def2-TZVPD, the Open Molecules 2025 dataset).

ORCA input file:
```
! wB97M-V def2-TZVPD RIJCOSX def2/J DEFGRID3
* xyz 1 1
C -1.51 3.93 2.37
C -2.94 3.36 1.85
O -3.31 2.12 2.50
C -3.81 1.17 1.57
O -4.78 1.54 0.85
C -3.15 -0.27 1.38
C -1.53 -0.02 1.47
C -0.83 -1.27 0.85
N 0.59 -1.29 0.24
C 0.79 -2.77 0.13
F -0.14 -3.35 -0.80
F 2.02 -3.14 -0.51
C 0.79 -3.80 1.32
F 0.73 -3.40 2.67
F 1.97 -4.64 1.35
C -0.32 -5.01 1.27
F 0.05 -5.75 2.46
F -0.08 -5.95 0.25
C -1.83 -4.62 1.54
F -2.07 -3.92 2.76
F -2.48 -5.88 1.79
F -2.56 -4.08 0.48
C 1.45 -0.64 1.33
S 3.18 -1.18 1.64
O 3.96 -0.16 2.47
O 3.35 -2.40 2.53
F 4.18 -1.47 0.35
C 1.41 0.96 1.42
N 0.86 1.71 0.25
C 1.21 0.99 -0.97
O 0.93 1.75 -2.18
Br 3.23 1.27 -1.00
C 0.66 -0.53 -1.10
P 1.58 -1.08 -2.66
N 3.31 -1.50 -2.44
O 1.03 -2.65 -3.22
P -1.10 -0.34 -1.96
C -1.98 1.28 -1.57
C -0.94 -0.20 -3.87
C -2.43 0.14 -4.49
H -0.75 4.06 1.53
H -1.06 3.23 3.17
H -1.68 4.96 2.83
H -2.84 3.23 0.72
H -3.70 4.21 2.02
H -3.42 -0.60 0.31
H -3.51 -1.06 2.13
H -1.36 0.09 2.61
H -1.40 1.02 1.07
H -0.91 -1.96 1.78
H -1.63 -1.80 0.21
H 0.92 -0.97 2.31
H 2.37 1.50 1.70
H 0.71 1.26 2.30
H 1.34 2.63 0.23
H 1.32 2.65 -1.99
H 3.80 -1.08 -3.26
H 3.46 -2.51 -2.51
H 1.20 -2.68 -4.19
H -3.01 1.05 -1.09
H -2.24 1.93 -2.48
H -1.45 2.00 -0.86
H -0.72 -1.20 -4.38
H -0.24 0.62 -4.21
H -2.67 -0.54 -5.38
H -3.17 -0.17 -3.65
H -2.57 1.25 -4.69
C 4.13 5.15 -0.05
O 3.31 4.19 0.60
H 4.25 4.87 -1.10
H 3.67 6.14 0.01
H 5.12 5.18 0.43
H 3.22 4.47 1.52
*
```

For the strongest force on any atom, the calculation gives 11.89 eV Å⁻¹. The calculation puts the HOMO-LUMO gap at 7.78 eV.


# 7
# C18H31CdFO13P2

A structure of composition C18H31CdFO13P2 (ωB97M-V/def2-TZVPD, the Open Molecules 2025 dataset).

ORCA input file:
```
! wB97M-V def2-TZVPD RIJCOSX def2/J DEFGRID3
* xyz 0 1
Cd -0.30 1.85 -2.18
F 0.00 -0.13 -0.56
O 2.27 2.48 -2.59
H 2.73 3.34 -2.70
C 1.71 1.69 5.29
C 2.85 2.05 6.00
C 4.08 1.91 5.44
C 4.32 1.34 4.21
C 3.17 0.84 3.54
C 1.86 1.05 4.05
O 0.73 0.60 3.38
O 5.15 2.32 6.25
H 0.71 1.91 5.65
H 2.70 2.55 6.95
H 5.25 1.24 3.67
H 3.32 0.28 2.64
H 0.76 0.55 2.42
H 5.07 3.21 6.58
C -0.08 -7.27 0.42
C 0.59 -6.19 -0.15
C 0.24 -4.90 0.11
C -0.80 -4.64 0.95
C -1.42 -5.71 1.60
C -1.15 -7.02 1.29
O -1.85 -8.08 1.71
O 1.04 -3.92 -0.42
H 0.23 -8.27 0.15
H 1.43 -6.47 -0.78
H -0.89 -3.58 1.10
H -2.11 -5.52 2.42
H -1.53 -8.95 1.48
H 0.56 -3.10 -0.36
C 1.90 5.52 1.53
O 0.58 6.08 1.41
P -0.75 5.13 1.32
O -0.79 4.02 0.39
O -0.92 4.62 2.86
C -2.14 3.96 3.19
O -2.02 6.18 1.14
C -2.15 7.29 1.95
H 2.61 5.72 0.73
H 1.96 4.47 1.79
H 2.27 6.04 2.42
H -2.33 4.14 4.25
H -2.15 2.89 2.98
H -3.00 4.30 2.62
H -3.10 7.35 2.47
H -2.09 8.11 1.23
H -1.37 7.40 2.70
C -1.87 -3.83 -4.28
O -2.42 -2.71 -4.95
P -1.60 -1.58 -5.70
O -0.81 -0.69 -4.75
O -2.75 -0.73 -6.45
C -3.64 -1.25 -7.36
O -0.76 -2.27 -6.84
C 0.69 -2.21 -6.78
H -2.30 -4.74 -4.68
H -2.18 -3.90 -3.24
H -0.82 -4.10 -4.38
H -3.70 -0.62 -8.25
H -4.66 -1.27 -6.98
H -3.40 -2.27 -7.66
H 0.96 -1.48 -6.02
H 1.11 -1.77 -7.68
H 1.01 -3.22 -6.51
*
```

For the strongest force on any atom, the calculation gives 4.23 eV Å⁻¹. The calculation puts the HOMO-LUMO gap at 4.77 eV.


# 8
# C18H31CeN2Se

A structure of composition C18H31CeN2Se (ωB97M-V/def2-TZVPD, the Open Molecules 2025 dataset).

ORCA input file:
```
! wB97M-V def2-TZVPD RIJCOSX def2/J DEFGRID3
* xyz 2 2
C -2.30 1.49 0.09
H -3.05 1.18 0.84
H -2.07 2.57 0.05
H 1.41 -0.64 1.78
C -2.59 0.95 -1.29
H -1.77 1.22 -1.98
H -2.71 -0.15 -1.29
C -3.90 1.66 -1.71
H -4.27 1.35 -2.69
H -4.69 1.38 -0.99
H -3.77 2.75 -1.73
C 2.28 0.71 -0.49
C 1.44 1.29 -1.50
C 0.71 2.39 -0.91
C 1.16 2.54 0.45
C 2.09 1.47 0.73
C 2.90 1.30 1.98
C 0.61 3.53 1.42
C -0.04 3.41 -1.69
C 1.49 0.98 -2.97
C 3.32 -0.34 -0.73
Ce -0.11 0.32 0.49
H 0.65 3.16 2.46
H 1.21 4.46 1.37
H -0.43 3.82 1.15
H 2.53 1.95 2.77
H 2.87 0.28 2.39
H 3.96 1.57 1.82
H 3.17 -0.83 -1.71
H 4.33 0.10 -0.74
H 3.31 -1.14 0.02
H 0.62 1.38 -3.49
H 2.39 1.44 -3.42
H 1.52 -0.09 -3.20
H -1.07 3.50 -1.35
H 0.42 4.42 -1.61
H -0.06 3.17 -2.76
C 0.49 -2.61 -0.80
N -0.20 -3.42 0.20
C -0.93 -4.58 -0.07
C -1.54 -4.95 1.09
N -1.18 -4.01 2.05
C -1.71 -4.03 3.41
C -0.30 -3.10 1.54
Se 0.44 -1.68 2.62
H -0.22 -1.97 -1.37
H 1.03 -3.27 -1.51
H 1.21 -1.98 -0.24
H -0.95 -5.05 -1.04
H -2.18 -5.80 1.33
H -2.81 -4.14 3.39
H -1.26 -4.87 3.97
H -1.41 -3.08 3.88
*
```

For the strongest force on any atom, the calculation gives 4.25 eV Å⁻¹. The expectation value of S² is 0.76. The calculation puts the HOMO-LUMO gap (spin up / spin down) at 5.67 / 5.64 eV.